1.
{
  "formula": "CH18O7",
  "method": "wB97M-V/def2-TZVPD",
  "mol_weight_da": 142.15,
  "e_above_lowest_ev": 1.968,
  "homo_ha": -0.42481,
  "charge": 0,
  "elements": ["C", "H", "H", "H", "H", "O", "H", "H", "O", "H", "H", "O", "H", "H", "O", "H", "H", "O", "H", "H", "O", "H", "H", "O", "H", "H"],
  "coordinates": [[-3.238, 0.841, -1.261], [-3.925, 1.622, -0.917], [-2.567, 0.482, -0.487], [-2.646, 1.311, -2.037], [-3.989, 0.080, -1.440], [0.094, -0.029, -1.335], [-0.671, -0.084, -0.752], [-0.270, 0.401, -2.117], [0.733, -3.476, -0.082], [1.420, -2.809, 0.030], [-0.016, -3.063, -0.526], [0.018, 3.416, -2.211], [0.221, 4.178, -1.654], [-0.380, 2.764, -1.625], [-0.926, -2.361, 1.887], [-1.198, -3.243, 2.144], [-0.249, -2.430, 1.197], [3.535, 1.230, -0.524], [3.384, 0.555, -1.200], [2.809, 0.995, 0.070], [3.297, -1.040, 2.440], [3.222, -1.812, 1.869], [3.451, -0.302, 1.838], [-0.503, 0.967, 1.888], [-0.439, 1.504, 2.684], [-1.166, 0.305, 2.123]],
  "atomic_forces_ev_per_a": [[-0.84, 0.67, 0.84], [0.65, 0.26, 0.57], [-0.21, 0.24, 0.39], [-0.26, -0.58, -0.71], [0.57, -0.55, -1.06], [-0.19, -0.02, -0.05], [0.16, 0.04, 0.21], [0.22, -0.10, -0.13], [0.09, -0.10, 0.20], [-0.17, 0.03, -0.37], [0.28, 0.12, -0.36], [-0.08, 0.06, -0.08], [-0.03, -0.20, -0.04], [0.12, 0.10, 0.19], [-0.29, 0.88, 0.04], [0.25, -0.16, -0.22], [-0.23, -0.58, 0.63], [-0.45, -0.75, 0.17], [0.32, 0.26, -0.28], [-0.05, 0.51, 0.11], [-0.08, 0.03, -0.17], [0.08, 0.05, 0.11], [0.12, -0.08, 0.08], [-0.27, -0.02, 0.04], [0.12, 0.05, -0.06], [0.18, -0.18, -0.05]],
  "nbo_charge": [-0.86, 0.23, 0.20, 0.21, 0.23, -0.95, 0.47, 0.47, -0.94, 0.48, 0.48, -0.94, 0.47, 0.47, -0.97, 0.48, 0.48, -0.93, 0.47, 0.46, -0.93, 0.46, 0.47, -0.95, 0.47, 0.48]
}



2.
{
  "formula": "C26H30INO7S",
  "method": "wB97M-V/def2-TZVPD",
  "mol_weight_da": 627.50,
  "homo_ha": -0.28486,
  "charge": 0,
  "elements": ["O", "C", "C", "N", "C", "C", "C", "C", "C", "C", "S", "C", "C", "C", "C", "I", "C", "C", "H", "H", "H", "H", "H", "H", "H", "H", "H", "H", "H", "H", "O", "C", "C", "C", "C", "O", "H", "H", "H", "H", "H", "H", "O", "C", "C", "C", "C", "O", "H", "H", "H", "H", "H", "H", "O", "C", "C", "C", "C", "O", "H", "H", "H", "H", "H", "H"],
  "coordinates": [[0.042, -7.685, 1.911], [0.183, -6.419, 1.280], [-0.358, -6.403, -0.182], [-1.407, -5.431, -0.456], [-2.645, -5.710, 0.184], [-2.885, -6.918, 0.806], [-4.086, -7.221, 1.389], [-5.109, -6.317, 1.414], [-4.900, -5.110, 0.802], [-3.709, -4.837, 0.192], [-3.580, -3.267, -0.631], [-1.829, -3.007, -0.492], [-1.404, -1.708, -0.456], [-0.072, -1.404, -0.348], [0.793, -2.453, -0.305], [2.861, -2.067, -0.142], [0.362, -3.748, -0.336], [-0.974, -4.083, -0.411], [-0.565, -7.550, 2.645], [1.244, -6.155, 1.250], [-0.333, -5.619, 1.821], [-0.679, -7.419, -0.403], [0.488, -6.243, -0.847], [-2.141, -7.698, 0.839], [-4.217, -8.200, 1.835], [-6.043, -6.588, 1.889], [-5.692, -4.370, 0.801], [-2.141, -0.916, -0.519], [0.262, -0.376, -0.312], [1.133, -4.503, -0.297], [0.730, 1.915, -0.309], [1.774, 2.501, -0.364], [3.088, 2.040, 0.233], [3.922, 3.318, 0.206], [3.334, 4.053, -0.987], [1.944, 3.671, -1.018], [3.508, 1.261, -0.404], [2.946, 1.667, 1.244], [4.993, 3.147, 0.120], [3.746, 3.890, 1.118], [3.797, 3.754, -1.930], [3.407, 5.134, -0.887], [-0.371, 5.585, 4.725], [-0.463, 4.551, 4.133], [-1.689, 3.662, 4.033], [-1.102, 2.351, 3.518], [0.100, 2.835, 2.723], [0.550, 4.022, 3.402], [-2.387, 4.106, 3.322], [-2.162, 3.548, 5.005], [-1.795, 1.756, 2.927], [-0.770, 1.742, 4.360], [-0.159, 3.098, 1.698], [0.904, 2.101, 2.706], [3.030, 8.102, -5.407], [2.460, 7.140, -4.986], [1.086, 7.101, -4.342], [1.081, 5.731, -3.672], [2.010, 4.932, -4.570], [2.971, 5.883, -5.060], [0.329, 7.178, -5.125], [0.971, 7.911, -3.628], [0.092, 5.289, -3.576], [1.510, 5.811, -2.672], [1.489, 4.494, -5.424], [2.529, 4.141, -4.033]],
  "atomic_forces_ev_per_a": [[-0.16, 0.31, 0.07], [-0.05, 0.51, -0.61], [0.66, -0.68, 0.27], [-0.13, 0.25, 0.52], [0.28, -0.42, -0.16], [0.86, -0.97, 0.03], [-0.23, -0.81, 0.44], [-0.58, -0.39, 0.25], [-1.01, 0.35, 0.32], [0.47, 1.77, -0.77], [0.11, -0.20, -0.22], [-1.92, -0.46, 0.10], [-0.34, 0.66, 0.00], [0.13, 1.08, -0.11], [1.06, 0.38, 0.11], [-0.24, -0.10, -0.03], [1.09, -1.08, 0.12], [0.31, -0.30, -0.25], [0.04, -0.26, 0.01], [-0.01, -0.13, 0.18], [0.07, -0.15, 0.18], [-0.28, 0.15, -0.14], [-0.24, 0.19, -0.23], [0.13, 0.12, -0.05], [0.04, 0.02, 0.01], [-0.07, 0.24, -0.05], [0.11, 0.09, -0.08], [0.02, 0.00, 0.07], [-0.02, -0.03, -0.01], [-0.11, -0.09, 0.05], [-0.16, 0.34, -0.17], [0.18, -0.62, 0.03], [0.23, 0.62, 0.14], [0.10, -0.10, 0.13], [0.23, 0.13, 0.04], [-0.10, -0.03, 0.04], [-0.10, -0.10, 0.06], [-0.10, -0.27, -0.12], [-0.02, 0.02, -0.09], [0.00, 0.02, -0.03], [-0.03, -0.03, 0.00], [-0.19, 0.01, -0.08], [0.23, -0.05, -0.02], [-0.33, 0.28, 0.01], [0.30, -0.50, 0.01], [-0.19, -0.04, 0.05], [-0.09, -0.15, -0.08], [0.02, -0.04, 0.09], [-0.03, 0.07, 0.07], [-0.10, 0.26, -0.03], [0.05, 0.03, -0.07], [0.01, 0.00, -0.02], [-0.02, 0.00, 0.02], [0.12, 0.15, 0.01], [0.20, -0.15, 0.03], [-0.23, 0.31, -0.21], [0.17, -0.43, 0.34], [-0.22, 0.10, 0.08], [-0.11, -0.11, 0.07], [0.02, 0.05, 0.08], [0.02, 0.11, -0.01], [-0.03, 0.17, -0.21], [0.04, -0.06, -0.02], [-0.02, -0.05, 0.00], [0.00, 0.02, -0.01], [0.14, 0.04, -0.10]],
  "nbo_charge": [-0.72, -0.09, -0.26, -0.43, 0.22, -0.29, -0.19, -0.22, -0.21, -0.21, 0.29, -0.21, -0.19, -0.27, -0.10, 0.11, -0.33, 0.23, 0.48, 0.18, 0.18, 0.23, 0.21, 0.23, 0.21, 0.22, 0.22, 0.23, 0.26, 0.22, -0.59, 0.81, -0.53, -0.43, -0.07, -0.49, 0.25, 0.24, 0.23, 0.22, 0.18, 0.20, -0.56, 0.79, -0.53, -0.43, -0.08, -0.50, 0.24, 0.24, 0.23, 0.21, 0.19, 0.19, -0.56, 0.79, -0.53, -0.43, -0.07, -0.49, 0.24, 0.24, 0.23, 0.21, 0.18, 0.19]
}



3.
{
  "formula": "C16H43BIN4NbO6P",
  "method": "wB97M-V/def2-TZVPD",
  "mol_weight_da": 649.14,
  "homo_ha": -0.15284,
  "charge": -1,
  "elements": ["C", "C", "P", "C", "Nb", "I", "C", "B", "O", "O", "H", "H", "H", "H", "H", "H", "H", "H", "H", "H", "H", "H", "H", "H", "H", "C", "C", "O", "N", "C", "H", "H", "H", "H", "H", "H", "H", "C", "C", "O", "N", "C", "H", "H", "H", "H", "H", "H", "H", "C", "C", "O", "N", "C", "H", "H", "H", "H", "H", "H", "H", "C", "C", "O", "N", "C", "H", "H", "H", "H", "H", "H", "H"],
  "coordinates": [[5.512, 5.663, 1.709], [4.917, 4.211, 1.226], [5.889, 2.691, 1.863], [7.585, 2.514, 0.936], [4.656, 0.513, 1.302], [6.583, -1.028, 2.787], [3.159, 1.541, -0.073], [1.716, 1.626, 0.754], [0.628, 0.726, 0.291], [1.475, 2.509, 1.916], [5.313, 5.925, 2.840], [4.924, 6.492, 1.085], [6.669, 5.805, 1.452], [4.838, 4.216, 0.039], [3.797, 4.073, 1.609], [7.674, 3.335, 0.093], [7.634, 1.464, 0.370], [8.495, 2.515, 1.678], [5.785, 0.364, -0.148], [3.834, -1.073, 0.886], [3.620, 0.772, 2.762], [3.505, 2.562, -0.527], [2.983, 0.811, -0.991], [0.014, 1.260, -0.325], [1.418, 1.936, 2.748], [-3.802, 1.190, 4.193], [-3.842, 0.552, 2.832], [-4.814, -0.090, 2.440], [-2.755, 0.701, 2.021], [-1.527, 1.410, 2.292], [-4.738, 0.983, 4.720], [-2.977, 0.774, 4.778], [-3.692, 2.273, 4.096], [-2.859, 0.243, 1.123], [-1.410, 2.186, 1.532], [-0.701, 0.699, 2.209], [-1.518, 1.865, 3.283], [-4.710, -2.313, -2.696], [-6.021, -1.594, -2.540], [-6.686, -1.230, -3.508], [-6.471, -1.346, -1.277], [-5.846, -1.687, -0.021], [-4.486, -2.437, -3.760], [-3.906, -1.729, -2.240], [-4.769, -3.304, -2.238], [-7.359, -0.859, -1.255], [-6.535, -2.324, 0.538], [-5.679, -0.762, 0.537], [-4.897, -2.208, -0.156], [-12.145, -1.964, -4.723], [-12.184, -1.732, -3.239], [-13.226, -1.815, -2.592], [-11.016, -1.422, -2.606], [-9.699, -1.278, -3.180], [-13.151, -2.201, -5.082], [-11.801, -1.061, -5.235], [-11.488, -2.807, -4.954], [-11.125, -1.281, -1.609], [-9.037, -1.997, -2.691], [-9.347, -0.266, -2.969], [-9.692, -1.450, -4.256], [11.104, -1.592, -0.566], [9.797, -1.791, 0.149], [9.062, -0.850, 0.442], [9.431, -3.064, 0.475], [10.146, -4.292, 0.223], [11.256, -0.525, -0.757], [11.929, -1.952, 0.053], [11.090, -2.116, -1.526], [8.540, -3.115, 0.954], [9.505, -4.939, -0.383], [10.337, -4.776, 1.184], [11.090, -4.127, -0.296]],
  "atomic_forces_ev_per_a": [[-0.44, 0.81, -0.72], [-0.57, 1.00, -0.50], [0.12, 0.22, -1.17], [0.86, -0.55, -1.16], [0.96, -0.41, 0.24], [-0.69, 0.32, -0.36], [-1.67, -0.10, -1.09], [0.52, -0.10, -0.21], [0.02, 2.57, -0.63], [0.19, -2.62, -0.50], [0.54, -0.85, -2.20], [1.29, -1.60, 1.30], [-2.54, -0.50, 0.66], [0.30, -0.02, 2.40], [2.44, 0.28, -0.70], [0.01, -1.43, 1.79], [-0.24, 2.32, 1.37], [-1.75, 0.34, -1.44], [-0.04, 0.07, -0.11], [-0.22, 0.21, -0.47], [-0.64, 0.25, 0.61], [-0.43, -1.74, 1.19], [0.33, 1.45, 1.84], [1.55, -1.28, 1.49], [0.19, 1.18, -1.76], [-0.19, 0.02, 0.26], [0.12, -0.32, -0.83], [0.10, 0.19, 0.31], [-1.01, -0.15, 0.60], [0.24, -0.18, -0.23], [0.20, -0.03, -0.27], [0.00, 0.22, -0.03], [0.16, -0.10, 0.12], [0.10, 0.09, 0.25], [0.30, 0.03, 0.28], [0.01, 0.40, 0.03], [-0.17, -0.06, -0.16], [0.17, -0.10, -0.23], [-0.76, 0.41, -0.06], [0.31, -0.14, 0.14], [0.14, -0.22, -1.04], [-0.35, 0.41, 0.31], [-0.19, 0.11, 0.26], [-0.01, -0.22, 0.07], [0.17, 0.13, 0.08], [0.29, -0.08, 0.02], [0.27, -0.05, 0.19], [0.17, -0.42, 0.18], [-0.19, 0.11, -0.07], [-0.18, -0.08, -0.25], [-0.39, 0.09, 0.97], [0.35, 0.00, -0.40], [-0.82, -0.18, -0.31], [0.12, 0.06, 0.52], [0.22, 0.08, 0.25], [0.12, -0.18, -0.05], [0.06, 0.19, -0.11], [0.00, -0.05, -0.27], [0.19, 0.15, -0.33], [0.27, -0.13, -0.26], [-0.02, 0.03, 0.25], [0.25, 0.20, -0.14], [-1.15, 0.87, 0.51], [0.91, -0.65, -0.46], [0.15, 0.39, -0.13], [-0.45, 0.01, 0.23], [-0.19, -0.26, 0.13], [0.03, -0.09, -0.19], [0.17, -0.05, 0.10], [0.11, 0.08, -0.05], [0.27, -0.21, -0.03], [0.20, -0.22, -0.17], [-0.18, 0.06, 0.09]],
  "lowdin_charge": [-0.23, -0.56, 0.57, -0.45, 0.77, -0.12, -0.35, -0.65, -0.04, -0.04, 0.07, 0.06, 0.07, 0.07, 0.07, 0.03, -0.02, 0.03, -0.14, -0.15, -0.15, 0.02, 0.04, 0.12, 0.10, -0.01, -0.54, 0.00, 0.02, -0.08, 0.08, 0.09, 0.09, 0.14, 0.09, 0.08, 0.08, -0.01, -0.55, 0.00, 0.00, -0.08, 0.09, 0.09, 0.09, 0.13, 0.09, 0.06, 0.08, -0.02, -0.55, 0.01, 0.00, -0.09, 0.08, 0.08, 0.08, 0.14, 0.07, 0.08, 0.08, -0.02, -0.55, -0.05, 0.00, -0.09, 0.08, 0.08, 0.08, 0.11, 0.08, 0.08, 0.07]
}



Table of total energy (Eh), in record order: -575.53125 -2286.08568 -2026.72316